Molecular formula: C84H210N14
Method: DFT, ωB97M-V/def2-TZVPD

Last column: Mulliken charge in e.
Element x y z (Å)
H 7.53140 4.09036 -3.60242  0.443
C 2.25698 -7.80248 0.86375  -0.200
H -2.32146 -5.62163 -5.48071  0.265
H 0.16986 -5.02754 0.23718  -0.360
H 0.95056 -0.11378 5.56136  0.060
H 3.53209 0.72365 -5.27759  0.317
H 3.56144 0.94683 -1.24028  0.465
H -5.35882 -4.14359 3.46059  0.570
H 5.84092 0.75259 -4.06811  0.498
H 3.11609 5.71853 1.56010  0.329
C -1.87380 -1.03443 -1.07898  0.132
H -2.37887 -8.68702 -2.70539  0.417
C -3.63489 9.32906 -2.74269  -1.311
N -3.29989 8.22426 -0.42632  0.421
H -2.89536 3.71729 3.78315  -0.055
H -3.07832 -6.72610 -7.29064  0.484
H 1.77339 8.86430 -4.41896  0.505
H 6.17406 0.29763 0.73533  0.077
C 5.46545 8.53500 -1.41597  -1.468
H 1.44725 -2.10897 -7.54122  0.330
H 4.57517 6.07264 6.32929  0.484
H -0.74360 -10.34199 -4.03887  0.394
C -1.98265 1.67183 4.16259  0.216
H -1.45507 -2.05864 3.01059  0.260
H 0.83442 3.16972 -1.06192  0.031
H 1.98260 -4.63224 2.05875  0.364
H -5.43096 -6.41767 1.56352  0.011
H -3.41469 -3.26207 -0.28235  -0.491
C 3.12583 1.73292 4.32635  1.137
H -3.80678 -2.44092 2.10360  0.214
C 1.22599 -4.79260 -7.45805  -0.844
H -4.94594 9.64260 -0.23888  0.386
H -7.62631 -2.23830 1.54085  0.370
C 1.37102 8.44280 3.07797  -1.142
H 0.97357 -8.82114 3.21263  0.318
C 4.23880 1.57187 5.34074  -1.256
H 2.50251 2.58471 4.59844  -0.344
H 1.39086 0.96310 7.00026  0.340
H 6.84914 0.93193 4.18873  -0.053
H -8.22631 0.40248 1.27227  0.340
C 6.52773 -1.38789 -0.55273  -1.602
H 3.28966 -4.39024 -3.84817  0.440
H 4.52121 -0.00598 -3.06544  0.209
C -6.55683 2.94393 2.89847  -1.364
H 6.72693 2.11256 6.47860  0.365
C -3.20742 -5.00674 0.96072  -0.022
H 0.09072 3.93374 -2.39820  0.618
C 2.14107 -5.36110 1.26392  -1.518
H 4.82216 -0.75619 0.42413  -0.099
H -3.83724 2.46369 1.69727  -0.366
H -7.51455 -4.76771 -3.43093  0.438
C 3.14977 6.40476 -3.55726  -1.575
C 3.86213 1.44412 -4.52919  -1.191
H 8.19740 2.08043 4.17788  0.537
H -2.68643 3.35227 5.50379  0.450
C -2.29079 9.08163 0.14972  -0.529
H 3.45088 -3.03037 -2.84533  0.372
H 2.08380 -8.75071 1.37264  0.311
C 2.60763 8.60843 -2.49211  -0.272
H -2.56721 -0.21213 -1.25534  -0.058
H -4.71622 0.20935 5.35724  0.264
C 0.76416 0.21772 1.17980  -0.546
C 8.09189 -2.07406 3.57014  -1.386
N -0.02381 0.78717 -0.98669  0.761
H 1.77621 6.07439 -1.91971  0.306
H 5.85166 3.78580 -1.80960  0.548
H -5.06488 0.27521 -0.11902  0.943
C -5.88856 -8.42278 -2.77410  -0.154
N -3.68029 -4.60704 2.31241  0.102
N 6.24919 -1.56311 1.90562  0.322
C 4.90949 0.90415 -3.52261  -0.536
N 5.28317 1.78768 -2.38941  0.438
H -4.71697 9.46009 -2.74765  0.352
H 1.28445 8.71721 2.02663  0.089
H -4.27003 8.93850 2.25507  0.298
H -5.39701 7.95756 -0.43798  0.427
H 3.11782 9.57161 -2.50108  0.502
H -4.50377 -0.11904 1.55987  -0.123
H 5.37633 6.74234 -2.62306  0.299
C 2.70579 4.90549 2.15904  -0.806
H -1.20832 5.37148 0.65919  -0.280
C -3.32051 -3.20455 2.71066  -0.550
C -5.82865 -6.23055 -3.81150  0.792
H 1.88202 4.80117 -3.16656  0.197
H -2.26955 7.73845 -2.09087  0.003
C 4.14292 1.85755 -1.38370  0.132
H 3.20317 -3.99370 -6.84583  0.303
H 0.28113 -4.74764 -6.91647  -0.120
H 1.49414 -4.00663 -0.24099  0.299
C 5.75557 3.14379 -2.68521  0.000
H -1.38665 -6.63697 -2.15806  0.465
H -2.53094 1.06642 3.44080  -0.249
H -6.81172 -8.05910 -0.87184  0.382
H 6.92451 2.79915 -4.49992  0.361
H -7.62946 -9.04628 -6.13054  0.407
H 3.34982 3.91159 6.09804  0.284
H -6.19152 -9.12790 -5.36795  0.246
H -0.83669 5.10528 3.58956  0.340
H 2.11223 4.19283 1.58641  -0.080
C -0.40977 -0.56379 -1.46143  -1.682
C -0.40212 5.17348 2.59226  -0.442
H 4.78194 5.73193 4.78397  0.202
H 1.02975 -4.21954 -8.36425  0.295
C -5.69878 -6.16435 2.58930  -1.041
H -2.60481 -8.31149 -6.70866  0.392
H 0.18467 -5.87000 2.75829  -0.098
H -1.27349 0.67421 0.75633  -0.612
H -0.02004 4.16814 2.41499  0.006
H 5.04038 -0.25036 2.90174  -0.021
H -7.94472 -1.21606 3.00495  0.414
H -4.90001 -4.16382 -0.12293  0.485
C -4.97220 0.62066 0.91062  -0.339
H -2.33245 -0.11647 7.04284  0.511
H 3.20769 -5.35260 1.03951  0.326
H 4.18539 2.33960 -5.05995  0.377
C 4.70629 7.32599 -1.99179  0.194
H -5.12160 -7.57709 -0.95649  0.007
H -4.03450 -7.35746 -6.05148  0.134
H -3.17217 10.29029 -2.51900  0.265
H -0.85885 2.13880 6.69066  0.343
H 2.17032 -1.53531 -4.29250  0.204
H 3.88733 5.77994 -4.06094  0.394
H -3.87847 2.47292 4.52682  0.365
C 1.24902 -5.01775 0.08408  0.365
H 7.00419 3.64146 5.57547  0.301
C 1.40200 8.77132 -3.39841  -1.650
H 2.45637 0.87410 4.27777  -0.140
H -1.98838 6.42627 1.78154  0.158
N 1.90004 -6.65472 1.81332  0.419
C 1.81491 5.42510 3.26982  -0.380
H -3.60483 -3.04612 3.75092  0.872
H -2.12761 -4.89210 0.86603  -0.580
H -4.76507 2.68732 0.31187  0.667
H -0.93190 9.44576 -1.35553  0.374
C 7.11595 1.98521 4.27534  -0.812
H -0.30391 2.03661 0.78811  -0.482
H 0.77452 0.50928 2.23003  0.306
H -3.40451 -6.07697 0.89846  0.467
H -0.32263 -8.81040 -4.84676  0.235
C -0.13227 3.28312 -1.55258  -0.899
H 2.24830 8.35147 -1.49564  0.322
N 1.67301 -3.04682 -5.71697  0.931
C -1.79381 -3.01413 2.61009  -1.110
H -6.75236 3.17479 3.94564  0.445
H 3.44632 -2.15782 -5.29115  0.305
H 9.17302 -2.20892 3.60264  0.419
H -5.48345 -6.44023 -4.82392  -0.196
H 3.29561 -2.08666 1.88105  0.089
H -0.12753 -6.64043 -3.27912  0.246
H 2.50579 6.66180 -4.39828  0.480
H 7.84870 2.54598 -2.89156  0.348
H 1.15878 9.32061 3.68830  0.448
H 2.43302 6.10395 3.85736  0.630
N 5.07385 2.77382 5.37965  0.807
H 4.40595 -8.16593 1.29516  0.337
C 7.10446 3.09665 -3.46686  -1.749
C -0.28849 1.00741 0.42946  1.544
H 5.83357 9.15728 -2.23166  0.336
C 0.57693 -7.84594 3.49507  -1.267
H -3.62439 -0.75561 4.41329  -0.130
C -0.37157 -1.87048 -6.54573  -0.572
C -5.10958 -4.67321 2.54109  -0.399
H 3.56882 4.29235 2.41854  0.388
H 8.24054 -1.55121 1.38492  0.502
H -0.64049 7.68531 3.15328  0.354
H 7.64353 -3.06634 3.61973  0.339
N -2.16377 -7.14164 -4.08690  1.120
C 6.53355 2.65852 5.55522  -0.618
C -2.88333 2.91765 4.52378  -1.298
H 0.64119 7.99079 -3.40447  0.212
C 3.84217 -2.09141 2.82411  -1.433
H 4.76396 0.64965 5.09213  0.300
H -0.68309 7.83957 -0.69042  0.185
H -4.17836 -1.22484 5.95085  0.539
H 6.62876 2.37819 3.38297  0.158
H -3.43968 9.08339 -3.78655  0.463
H -0.21112 -6.99961 1.64995  0.153
H 1.44628 4.56998 3.83637  -0.456
C -0.93716 8.86746 -0.43160  -1.299
C 0.58558 -6.80548 2.36807  0.014
H -2.51416 10.12972 -0.04956  0.431
C -7.59910 -7.64443 -4.40087  -0.677
C -7.26064 -0.09653 1.19124  -0.831
H 4.72050 9.11218 -0.86822  0.312
H -5.65024 -3.97230 1.90509  0.126
C -0.46442 1.47052 5.92520  0.115
C -2.00962 -6.66483 -5.53150  -0.232
H 5.86504 2.12372 0.00778  0.532
H 3.20463 5.05034 -1.95187  -0.463
H -4.93329 -8.31532 -3.28793  -0.002
H 1.56604 -0.96206 -6.31191  0.251
H -6.48122 -7.69538 -6.34121  0.318
C -2.10244 -8.58247 -3.75457  -0.768
H -5.77964 3.59752 2.50236  0.125
H -4.94193 -6.03771 -3.20764  -0.134
H -0.70208 3.82293 -0.79625  0.077
C -1.19322 -6.42248 -3.20909  -1.026
H -0.99482 -4.38206 -4.10749  0.133
H 1.84730 -3.68970 -3.07064  0.096
C -5.82513 -8.36761 -1.21766  -1.336
H 3.90169 1.41522 6.36540  0.247
H 7.89789 -1.54966 4.50580  0.270
H -1.11099 1.96697 3.57847  0.041
C -3.00071 -7.34501 -6.39676  -1.642
H -0.74760 -1.34692 -5.66676  0.169
H 0.31486 7.05210 4.53369  0.323
H -2.22436 8.82791 1.20770  0.359
H 7.55169 -1.01908 -0.61265  0.445
H 2.43332 8.31018 3.28297  0.330
H -0.98918 -6.68413 -5.91416  0.286
C -1.57489 5.42242 1.68443  0.403
C -0.66292 1.86099 -1.74831  -0.604
H -6.81909 0.86494 3.59725  0.524
H 3.43770 2.64704 -1.64343  -0.321
H -1.23167 -3.73025 3.20949  0.420
H 2.36061 -5.04679 -5.76247  0.299
H -5.12351 -6.78492 3.27636  0.293
C -6.93775 -8.37498 -5.62162  -1.046
H -3.73672 7.18294 -2.27570  0.480
H 3.87174 -8.69362 -0.29859  0.385
C -3.78815 -0.35932 5.41540  -0.916
C -4.13269 1.93858 0.78893  -0.340
H -2.11620 -1.85174 -1.75820  0.616
H -3.05225 1.35330 6.50820  0.424
H -2.30612 4.65265 1.93114  -0.576
H 3.11135 -1.83524 3.59116  0.444
H 1.74941 0.39414 0.74823  -0.442
H -1.83148 -1.26618 -0.01475  -0.416
C 7.61748 -1.35629 2.25779  -0.186
H 0.85558 9.68820 -3.17738  0.424
C -4.64806 8.62055 -0.00484  -0.661
C -4.91829 8.46038 1.52073  -1.225
H -5.95926 8.66471 1.77120  0.401
N -6.29884 0.97394 1.46826  0.128
H -0.10548 -0.61624 -2.50678  0.662
C -3.81951 -4.27202 -0.21726  0.266
H -6.38278 -1.74075 2.58505  0.049
H -5.20012 1.32418 3.22738  -0.511
H 3.53706 1.94949 3.34041  -0.317
C 1.12842 -1.93995 -6.51269  -0.655
C 2.56666 -2.45598 -4.72071  -0.683
H 5.99926 -0.98846 -1.41834  0.171
H -0.48895 -8.04049 3.61404  0.388
C -0.72574 -9.25684 -3.93775  -1.150
C 4.78949 2.30032 -0.00236  -1.018
C 2.21079 -4.21850 -6.45500  -0.531
H 0.58607 -0.84985 1.05061  0.037
H 4.39344 3.29324 0.21064  0.320
C -2.64804 0.40962 6.14188  -0.645
H 2.99422 1.89614 -4.04906  0.201
H -5.74155 -4.09017 -3.62933  0.381
H 4.27796 6.66526 -1.23808  -0.012
N 3.66617 7.68342 -2.97244  0.024
C -7.30859 -1.38180 2.13547  -0.863
H -6.31998 -9.36653 -3.10773  0.541
H 4.09269 -6.97040 0.11908  0.291
H -0.15752 9.28590 0.20493  0.323
H -2.76182 -9.16140 -4.40123  0.397
H -8.16353 -6.78309 -4.75811  0.331
C 5.20252 -1.32784 2.93059  -0.200
H -3.31367 1.85488 0.07459  -0.387
H 4.33539 1.52790 0.61835  -0.277
H -0.68043 -2.90651 -6.40657  -0.150
H -6.99195 -4.81976 -4.84984  0.415
H -3.64296 -4.72733 -1.19174  -0.304
H -4.75393 7.40046 1.71479  0.206
H 5.57710 -1.54170 3.93163  0.504
H -1.46144 -2.90024 1.57827  -0.091
H 4.15763 -3.09811 3.09822  0.449
C 4.98850 5.25325 5.74120  -1.448
H -0.88564 -1.41121 -7.39007  0.379
H 6.32356 8.20753 -0.82904  0.432
H -0.46166 1.75269 -2.81408  0.385
H 0.11715 -0.22833 7.02578  0.480
C -6.51749 -4.81736 -3.86853  -1.759
H 1.44763 -5.70904 -0.73494  0.273
C -6.22720 1.43175 2.87859  0.344
C 0.61097 0.50695 6.39050  -1.257
H 0.90587 -7.44887 4.45541  0.290
H 7.84039 -0.30656 2.44882  0.188
H 6.05905 5.34297 5.92556  0.398
H 6.45345 -2.47488 -0.58519  0.292
C 5.88055 -0.75089 0.68465  0.359
C 2.44789 5.52320 -2.57784  0.574
H 0.31823 -1.27938 -1.07926  0.368
H 1.41072 -5.84481 -7.67443  0.417
H 5.07144 3.60722 -3.39606  -0.114
H -2.29002 -4.45876 -2.95251  0.057
H -1.75109 1.84538 -1.68711  0.160
H -7.49040 3.20998 2.40270  0.359
H 4.63270 3.81469 7.19444  0.309
C 0.32876 7.30259 3.47295  -0.444
C -3.28050 8.09972 -1.90225  -0.348
H 1.61064 -7.87780 -0.01071  0.300
H -8.40912 -8.25899 -4.00810  0.440
C 3.72974 -7.93576 0.47185  -1.363
H -0.05035 -9.11814 -3.09353  0.171
C 4.43903 3.87912 6.12372  -0.479
C -1.29175 -4.84156 -3.16473  -0.531
N 0.68403 6.13878 2.61106  0.733
H -0.60949 -4.40578 -2.43484  0.154
H -5.47359 -9.22012 -0.63649  0.511
H -7.12123 -0.40815 0.15609  0.476
H 0.09584 2.18204 5.31861  -0.312
C 2.77978 -3.46280 -3.58745  -1.165
H -6.78069 -6.26665 2.67365  0.399
N -1.53576 0.79573 5.22877  0.698
N -6.68644 -7.33069 -3.28175  0.113

Computed properties:
E_LUMO: 0.600 eV
Total energy: -4092.5640 Eh
Relative energy (zero: lowest compared OMol25 entry of this formula, charge and spin): 196.9 kcal/mol